# 1
{
  "formula": "C2H4NO",
  "method": "the ωB97M-V functional and the def2-TZVPD basis",
  "lumo_energy_ev": -6.941,
  "energy_ha": -208.10775,
  "relative_energy_kj_mol": 427.64,
  "charge": 1,
  "max_force_ha_per_bohr": 0.0380,
  "species": ["C", "C", "N", "O", "H", "H", "H", "H"],
  "coordinates": [[0.47506, 0.97718, 0.28881], [-0.29453, -0.08638, -0.16731], [-0.09387, 2.94920, 0.05482], [-0.68566, 3.37161, 0.90256], [1.50026, 0.90517, 0.63151], [-1.21935, 0.16685, -0.68743], [0.26302, -0.90949, -0.64480], [-0.56395, -0.54729, 0.81372]],
  "mulliken_charge": [-0.01, -0.65, 0.32, 0.01, 0.35, 0.32, 0.35, 0.32]
}

# 2
{
  "formula": "C2H4NO2",
  "method": "the ωB97M-V functional and the def2-TZVPD basis",
  "lumo_energy_ev": 4.408,
  "energy_ha": -283.90592,
  "relative_energy_kj_mol": 13.37,
  "charge": -1,
  "max_force_ha_per_bohr": 0.0123,
  "species": ["C", "N", "C", "O", "O", "H", "H", "H", "H"],
  "coordinates": [[0.69493, 0.85274, -0.00401], [0.19022, -0.40843, 0.50647], [-1.09200, -0.84384, 0.00196], [-1.09303, -1.99352, -0.49233], [-2.01977, -0.01230, 0.09492], [0.22799, 1.09893, -0.96925], [0.48627, 1.67377, 0.68861], [1.76497, 0.79921, -0.19032], [0.84043, -1.16656, 0.36395]],
  "mulliken_charge": [-0.73, -0.36, 0.59, -0.76, -0.74, 0.25, 0.19, 0.32, 0.25]
}

# 3
{
  "formula": "C2H4NO2",
  "method": "the ωB97M-V functional and the def2-TZVPD basis",
  "lumo_energy_ev": 4.581,
  "energy_ha": -283.70463,
  "relative_energy_kj_mol": 541.85,
  "charge": -1,
  "max_force_ha_per_bohr": 0.0561,
  "species": ["C", "C", "N", "O", "O", "H", "H", "H", "H"],
  "coordinates": [[-0.53937, -0.20118, 0.25572], [0.84430, -0.38714, -0.19107], [0.39782, -1.34846, 0.58704], [0.42837, -2.42633, 1.38480], [1.66196, 0.16008, -0.93534], [-0.63156, 0.50554, 1.03891], [-1.37118, -0.30458, -0.47156], [-0.29608, 1.70140, -0.56046], [-0.49426, 2.30066, -1.10805]],
  "mulliken_charge": [-0.88, 0.69, 0.15, -0.81, -0.74, 0.36, 0.26, -0.25, 0.22]
}

# 4
{
  "formula": "C2H4NO2",
  "method": "the ωB97M-V functional and the def2-TZVPD basis",
  "lumo_energy_ev": -6.074,
  "energy_ha": -283.53698,
  "relative_energy_kj_mol": 50.38,
  "charge": 1,
  "max_force_ha_per_bohr": 0.0283,
  "species": ["N", "C", "O", "C", "O", "H", "H", "H", "H"],
  "coordinates": [[0.11833, 1.10640, 0.42158], [0.56747, -0.22290, -0.27814], [1.67454, -0.27210, -0.64748], [-0.54428, -1.35011, -0.38813], [-1.65654, -1.20441, -0.01972], [0.85050, 1.82696, 0.46426], [-0.23671, 0.88114, 1.36962], [-0.70728, 1.47354, -0.08692], [-0.06604, -2.23851, -0.83507]],
  "mulliken_charge": [-0.38, 0.37, -0.28, 0.12, -0.35, 0.35, 0.40, 0.40, 0.37]
}

| no. | frontier orbital gap (eV) |
| --- | --- |
| 1 | 8.2 |
| 2 | 8.0 |
| 3 | 7.2 |
| 4 | 9.9 |